Entry 1:
The following is a quantum chemistry calculation of a 2-piece molecular cluster, CH5N2Si overall, from the Open Molecules 2025 dataset.

Each line ends with the Löwdin charge.
CARTESIAN COORDINATES (ANGSTROEM)
C -0.576918 -0.783795 -0.184833  -0.205
N 1.546817 4.014801 0.648653  -0.007
N 1.762173 5.004667 1.078684  0.064
Si 0.458493 0.843640 -0.056797  1.113
H -1.384279 -0.685129 0.445069  0.001
H -1.129936 -0.832543 -1.101389  0.034
H 0.253946 -1.494880 0.091653  0.079
H 0.711047 1.038820 1.425984  -0.022
H 1.124979 1.537653 -1.146631  -0.058

Cartesian forces (eV/Å) of the 2 atoms listed first:
2.72 2.31 -1.32
0.28 1.55 0.70

Values from the calculation:
LUMO level, hartree: -0.26278
Charge: +1

=====

Entry 2:
The following is a quantum chemistry calculation of a 7-piece molecular cluster, C6H24ClO6 overall, from the Open Molecules 2025 dataset.

Each line ends with the Löwdin charge.
CARTESIAN COORDINATES (ANGSTROEM)
Cl -1.148230 -0.058018 0.837325  -0.840
C -5.593653 -2.375900 -0.801103  -0.211
O -4.650311 -3.341652 -0.626658  -0.119
H -5.278791 -1.906227 -1.732974  0.082
H -6.604989 -2.779184 -0.749457  0.076
H -5.585522 -1.667951 0.027662  0.077
H -3.785401 -2.940654 -0.513904  0.084
C -1.917373 1.236637 -4.320626  -0.191
O -2.842012 1.080184 -3.279862  -0.119
H -1.263675 0.423586 -4.636407  0.074
H -2.568939 1.331174 -5.189318  0.068
H -1.412192 2.200431 -4.257372  0.072
H -2.463256 0.866433 -2.424033  0.064
C 4.063308 1.791465 0.526327  -0.241
O 3.221482 2.161491 -0.473056  -0.080
H 3.827775 2.273727 1.475037  0.078
H 4.365639 0.752999 0.661617  0.078
H 5.062275 2.220850 0.450243  0.068
H 2.459920 1.609082 -0.282138  0.084
C 0.140449 5.193345 1.527864  -0.168
O 0.003540 4.184544 2.521120  -0.131
H -0.628804 5.952210 1.384823  0.070
H 0.968205 5.775429 1.932953  0.064
H 0.605739 4.737757 0.653767  0.079
H -0.194232 3.317141 2.160398  0.063
C 2.018479 -3.214549 -1.283405  -0.160
O 0.894120 -2.752723 -2.047914  -0.137
H 2.485136 -4.010665 -1.863497  0.071
H 2.756894 -2.419009 -1.183555  0.062
H 1.798349 -3.501839 -0.255240  0.072
H 0.372713 -2.141743 -1.522142  0.047
C 2.143462 -2.362441 4.000795  -0.203
O 0.857486 -2.854030 3.846553  -0.116
H 2.240043 -1.542780 4.712783  0.067
H 2.888272 -3.042894 4.413504  0.072
H 2.362372 -1.996805 2.997548  0.078
H 0.401721 -2.199422 3.312340  0.066

Cartesian forces (eV/Å) of the 2 atoms listed first:
0.23 -0.06 -0.17
-0.23 1.55 0.05

Values from the calculation:
LUMO level, hartree: 0.10384
Charge: -1

=====

Entry 3:
The following is a quantum chemistry calculation of a 2-piece molecular cluster, CH4N2O2S overall, from the Open Molecules 2025 dataset.

Each line ends with the Löwdin charge.
CARTESIAN COORDINATES (ANGSTROEM)
C 0.671003 0.333652 -0.466286  -0.445
N 0.699831 -1.037739 -0.556988  -0.030
N -1.443187 0.644367 0.676250  0.039
O 1.710223 2.718680 -0.206808  -0.579
O -1.899276 -0.642536 0.755976  -0.133
S 1.929425 1.351780 -0.567800  0.835
H -0.122359 -1.659500 -0.547330  0.088
H 1.526587 -1.514134 -0.158455  0.102
H -1.780337 1.057860 -0.152911  0.025
H -1.291910 -1.252431 1.224352  0.099

Cartesian forces (eV/Å) of the 2 atoms listed first:
-1.32 -1.48 0.49
1.02 0.09 0.82

Values from the calculation:
LUMO level (alpha / beta), hartree: -0.00962 / -0.04296
Charge: 0

=====

Entry 4:
The following is a quantum chemistry calculation of C18H14CoN3O2S as an isolated structure, from the Open Molecules 2025 dataset.

Each line ends with the Löwdin charge.
CARTESIAN COORDINATES (ANGSTROEM)
Co 0.111981 0.384944 -0.926806  0.917
N 0.237095 3.351487 1.725228  0.214
C -1.132257 3.523321 1.570214  -0.156
C -2.064628 4.302111 2.241262  0.012
C -3.376968 4.186615 1.825033  -0.044
C -3.749910 3.332853 0.776939  -0.049
C -2.822728 2.560088 0.111030  -0.001
C -1.497233 2.658295 0.528454  -0.198
N -0.358129 2.009026 0.080037  0.059
C 0.654698 2.451755 0.825873  -0.231
C 1.986330 1.906024 0.634263  -0.285
C 3.175162 2.203041 1.229037  -0.287
S 4.418816 1.235298 0.581352  1.149
C 3.294133 0.477443 -0.450280  -0.395
N 2.072828 0.911941 -0.319528  -0.037
H 0.820556 3.846954 2.379924  0.185
H -1.785939 4.969012 3.045769  0.125
H -4.136587 4.774391 2.321094  0.121
H -4.789806 3.285123 0.484388  0.119
H -3.097544 1.912162 -0.711568  0.116
H 3.378373 2.928856 2.000888  0.097
H 3.586752 -0.273697 -1.168997  0.099
C 1.171248 -2.723376 -3.608427  0.029
C 0.605130 -2.107460 -2.374400  -0.299
O 0.407323 -0.885857 -2.361151  0.001
C 0.277799 -2.945668 -1.209528  -0.049
C 0.387694 -4.319101 -1.268125  0.046
C 0.095754 -5.130191 -0.159287  0.042
C -0.348904 -4.569655 1.044671  0.000
C -0.485312 -3.213591 1.150857  0.082
C -0.166053 -2.352498 0.043371  -0.264
O -0.296693 -1.109639 0.212811  -0.005
H 1.413291 -1.943966 -4.325707  0.107
H 0.446639 -3.400281 -4.067981  0.119
H 2.067707 -3.302250 -3.382401  0.112
H 0.695981 -4.795865 -2.189210  0.133
H 0.219037 -6.202529 -0.232570  0.137
H -0.586206 -5.204712 1.887412  0.136
H -0.829433 -2.730404 2.056061  0.144

Cartesian forces (eV/Å) of the 2 atoms listed first:
0.38 0.50 0.18
0.22 0.08 0.00

Values from the calculation:
<S²>: 6.0410
Multiplicity: 5
LUMO level (alpha / beta), hartree: -0.25356 / -0.34680
Charge: +2

=====

Entry 5:
The following is a quantum chemistry calculation of C13H26MnN3O as an isolated structure, from the Open Molecules 2025 dataset.

Each line ends with the Löwdin charge.
CARTESIAN COORDINATES (ANGSTROEM)
Mn 0.167247 0.028156 0.424248  0.882
N 2.281955 0.433380 -0.593261  -0.011
C 2.410721 1.822325 -1.073137  -0.229
C 1.527287 2.732830 -0.246803  -0.231
N 0.139991 2.218227 -0.287248  -0.018
H 2.993595 0.220968 0.098578  0.092
H 2.424110 -0.232339 -1.343648  0.093
H 2.090581 1.852224 -2.115260  0.124
H 3.437826 2.181485 -1.044180  0.122
H 1.602609 3.759189 -0.601358  0.122
H 1.862104 2.722601 0.792489  0.111
H -0.233564 2.322230 -1.225086  0.091
H -0.465382 2.766990 0.315389  0.096
C -3.010079 0.877648 0.680776  -0.084
N -2.123227 -0.058917 -0.014665  -0.346
C -2.293301 0.084649 -1.466530  -0.078
C -2.437015 -1.451637 0.375137  -0.172
C -1.362743 -2.429594 -0.060792  -0.282
C -1.720304 -3.740973 -0.357381  -0.048
C -0.741491 -4.666018 -0.696811  -0.081
C 0.588926 -4.268417 -0.746172  -0.095
C 0.923077 -2.949419 -0.456676  -0.152
C -0.035766 -1.993080 -0.108889  -0.199
H -4.065320 0.656069 0.486331  0.101
H -2.813006 1.895743 0.339749  0.081
H -2.840061 0.827873 1.756354  0.085
H -3.323206 -0.145067 -1.761180  0.103
H -1.621877 -0.596155 -1.985605  0.091
H -2.077595 1.110752 -1.768356  0.074
H -3.413689 -1.730861 -0.037963  0.128
H -2.544516 -1.467041 1.463384  0.124
H -2.762859 -4.045577 -0.325795  0.113
H -1.016280 -5.688651 -0.924435  0.105
H 1.359600 -4.982444 -1.014301  0.102
H 1.975139 -2.671462 -0.509421  0.075
C 2.124587 -1.016544 3.082408  -0.065
C 1.418356 0.308527 3.242456  -0.252
O 0.097843 0.314285 2.625414  -0.148
H 3.160705 -0.923508 3.413715  0.092
H 2.122453 -1.360703 2.050580  0.050
H 1.648642 -1.796300 3.678280  0.091
H 1.959140 1.121642 2.762901  0.103
H 1.299754 0.573783 4.290550  0.124
H -0.484671 -0.256975 3.140614  0.113

Cartesian forces (eV/Å) of the 2 atoms listed first:
-0.15 -0.06 -0.42
0.06 0.06 0.29

Values from the calculation:
<S²>: 8.7565
Multiplicity: 6
LUMO level (alpha / beta), hartree: -0.09181 / -0.09243
Charge: +1

=====

Entry 6:
The following is a quantum chemistry calculation of C11H14N2OPPt as an isolated structure, from the Open Molecules 2025 dataset.

Each line ends with the Löwdin charge.
CARTESIAN COORDINATES (ANGSTROEM)
C 0.622900 1.531076 -1.103569  -0.312
C 1.476557 1.558290 0.064297  -0.263
C 0.634669 1.593052 1.237043  -0.225
C -0.729709 1.615230 0.816984  -0.230
C -0.757985 1.526397 -0.610919  -0.269
Pt 0.318305 -0.431681 -0.153648  0.753
P 1.335653 -1.922590 -1.416619  0.475
H 0.941592 1.503457 -2.145370  0.076
H 2.561402 1.574951 0.050163  0.076
H 0.984176 1.659455 2.260126  0.082
H -1.640017 1.545520 -1.241630  0.072
H -1.596591 1.746694 1.465163  0.094
H 1.940086 -3.117627 -0.912449  -0.141
H 2.358083 -1.271739 -2.194511  -0.130
H 0.366344 -2.373384 -2.365861  -0.137
N -1.453040 -3.476021 5.456199  0.133
C -0.969673 -2.468652 4.672661  -0.547
O -0.317386 -1.550128 5.151691  -0.019
C -1.262239 -2.531672 3.202005  -0.177
C -2.010501 -3.536296 2.575708  -0.123
C -2.329310 -3.419202 1.224530  -0.127
C -1.920045 -2.272182 0.544415  -0.238
N -0.970579 -1.464949 1.078327  -0.226
C -0.761079 -1.466268 2.422463  -0.069
H -1.259735 -3.455344 6.440402  0.086
H -2.057601 -4.212793 5.138005  0.066
H -2.296923 -4.409020 3.137760  0.063
H -2.891336 -4.158910 0.660210  0.083
H -2.267855 -1.996729 -0.452728  0.072
H -0.162279 -0.646607 2.817352  0.102

Cartesian forces (eV/Å) of the 2 atoms listed first:
-0.73 0.13 0.72
-0.61 0.46 0.36

Values from the calculation:
<S²>: 2.0263
Multiplicity: 3
LUMO level (alpha / beta), hartree: 0.10334 / 0.10014
Charge: -1